Formula: C11H7GdN2O6
Source: OMol25
Level of theory: wB97M-V/def2-TZVPD

XYZ file:
```
27
Properties=species:S:1:pos:R:3:forces:R:3:lowdin_charge:R:1
O 1.8971 -0.6937 -7.0418 -1.69 1.53 0.99 0.03
C 1.1302 -0.0047 -6.5519 1.68 -1.52 -0.93 -0.01
Gd -0.3133 0.9442 -1.8598 2.62 -1.37 2.35 1.48
C -1.9517 2.6114 -1.0579 -0.14 -0.85 3.13 -0.38
O -2.6834 3.1160 -0.2823 0.98 -0.44 -2.07 0.23
C -2.1065 2.5586 -2.6519 -3.61 2.63 -4.64 -0.30
O -2.9568 3.1403 -3.2531 3.10 -1.99 1.51 0.25
C -2.6015 0.2248 -1.6441 -6.68 -1.55 0.29 -0.01
O -3.7375 0.0187 -1.5655 5.01 0.75 -0.20 0.24
C 0.3798 2.8232 -0.4687 3.03 4.47 2.85 -0.06
O 0.7029 3.7344 0.1640 -1.61 -3.45 -2.29 0.22
H -0.9894 1.8524 -3.3094 -2.71 2.48 -1.33 0.06
N 1.9091 -1.1625 4.3718 -0.36 0.22 -0.86 0.20
C 1.4318 -0.3234 3.4062 0.62 0.60 1.68 -0.47
O 1.4260 0.8962 3.5470 -0.22 -1.17 -0.70 0.08
C 0.9111 -0.9688 2.1560 -0.34 0.19 -0.84 -0.07
C 0.8949 -2.3503 1.8990 -0.12 0.65 -0.19 0.06
C 0.4020 -2.8113 0.6790 -0.26 0.11 -0.58 0.01
C -0.0375 -1.8945 -0.2803 0.47 0.25 0.88 -0.11
N 0.0130 -0.5532 -0.0507 -0.01 -0.75 0.92 -0.16
C 0.4394 -0.0955 1.1641 -0.01 -0.85 -0.63 -0.03
H 2.2841 -0.7461 5.2076 0.02 0.06 0.07 0.13
H 1.9533 -2.1653 4.2784 0.01 0.28 0.11 0.10
H 1.2632 -3.0575 2.6413 -0.16 0.10 -0.30 0.13
H 0.3603 -3.8746 0.4500 0.01 0.24 0.11 0.14
H -0.4330 -2.2103 -1.2521 0.19 -0.06 0.33 0.12
H 0.4123 0.9911 1.3051 0.17 -0.53 0.34 0.11
```
Positions in Å, forces in eV/Å.

Results
* max |F|: 6.864 eV/Å
* relative energy (zero: lowest compared OMol25 entry of this formula, charge and spin): 0.000 eV
* 2S+1: 8
* charge: +2
* orbital gap (alpha / beta): 5.7315 / 5.8177 eV
* ⟨S²⟩: 16.193
* HOMO level (alpha / beta): -15.93 / -15.93 eV

Formula: C14H26O4P2Zr
Source: OMol25
Level of theory: wB97M-V/def2-TZVPD

XYZ file:
```
47
Properties=species:S:1:pos:R:3:forces:R:3:lowdin_charge:R:1
Zr 0.3477 -0.4505 -0.5294 -3.73 4.45 3.57 1.22
H -2.9248 -1.3379 -0.3252 0.07 -0.42 -0.20 0.05
H -2.8570 -0.6552 -0.0655 0.10 0.52 0.20 0.06
P -0.0956 -2.7575 -1.5660 -0.47 -2.29 -1.01 0.66
P -0.1665 1.7270 -2.1057 -0.81 2.00 1.26 0.74
C 1.3348 2.7020 -1.7484 0.59 -0.47 0.31 -0.21
H 1.2300 3.7420 -2.0975 -0.17 -0.43 -0.03 0.09
H 1.5613 2.7157 -0.6752 -0.14 0.02 -0.20 0.05
H 2.1822 2.2389 -2.2694 -0.02 0.25 0.00 0.06
C -0.4600 2.1070 -3.8507 0.06 -1.02 -0.27 -0.22
H -1.4285 1.6810 -4.1423 0.24 0.12 -0.10 0.07
H -0.4560 3.1914 -4.0532 0.06 -0.44 0.40 0.09
H 0.3379 1.6131 -4.4199 -0.25 0.21 -0.17 0.06
C -1.5372 2.5977 -1.2664 -0.36 -0.16 0.34 -0.22
H -1.4392 2.5251 -0.1769 0.08 0.02 -0.27 0.04
H -1.6101 3.6625 -1.5365 0.23 -0.36 -0.15 0.08
H -2.4831 2.1165 -1.5447 0.12 0.10 -0.02 0.06
C -0.2148 -3.0658 -3.3489 -0.09 0.38 -0.25 -0.26
H -0.2255 -4.1545 -3.4613 -0.01 0.19 -0.15 0.06
H -1.1395 -2.6553 -3.7610 0.14 0.01 -0.04 0.06
H 0.6472 -2.6518 -3.8764 -0.12 -0.04 -0.04 0.06
C 1.2450 -3.9420 -1.2273 0.20 0.17 0.41 -0.25
H 1.3802 -4.0382 -0.1429 0.17 -0.14 -0.26 0.07
H 0.8835 -4.8885 -1.6545 0.43 0.20 0.20 0.07
H 2.1730 -3.6203 -1.7156 -0.16 -0.30 0.17 0.05
C -1.5095 -3.8010 -1.0344 -0.15 0.35 0.46 -0.25
H -2.4527 -3.4107 -1.4430 0.25 -0.15 0.23 0.05
H -1.3197 -4.8016 -1.4502 -0.13 0.31 0.17 0.07
H -1.5468 -3.8538 0.0638 -0.17 -0.06 -0.36 0.06
C 2.4046 -0.8125 -1.0171 9.02 -3.75 -2.62 -0.05
O 3.4590 -1.2625 -1.2981 -6.02 2.82 1.64 0.20
H -0.0525 -0.0640 -2.3204 0.68 -0.82 -1.06 -0.06
O 0.3249 3.2519 2.6396 0.04 -1.47 -0.55 0.09
C 0.3208 2.3363 3.6259 0.39 0.03 0.65 -0.22
C 0.4412 2.7856 4.9441 -0.49 -0.46 0.01 0.03
C 0.4393 1.8074 5.9331 0.33 0.33 0.60 -0.03
C 0.3815 0.4231 5.7036 -0.42 -0.81 -0.61 -0.04
C 0.2509 -0.0384 4.4016 0.34 0.51 1.36 0.00
C 0.2532 0.9141 3.3884 -0.31 0.65 -1.49 -0.09
C 0.1569 0.4235 2.0438 0.05 -0.14 0.52 -0.53
O 0.0364 -0.8234 1.7296 0.28 0.00 -1.22 -0.14
O 0.2267 1.2515 1.0399 0.18 -0.97 -1.57 -0.20
H 0.3540 2.6682 1.8287 -0.13 1.21 0.37 0.07
H 0.4577 3.8653 5.1794 0.10 -0.84 -0.23 0.14
H 0.5291 2.1367 6.9669 -0.07 -0.04 -0.16 0.12
H 0.3741 -0.3122 6.5126 0.10 0.55 -0.12 0.12
H 0.1863 -1.0861 4.1233 -0.01 0.17 0.26 0.13
```
Positions in Å, forces in eV/Å.

Results
* max |F|: 10.111 eV/Å
* relative energy (zero: lowest compared OMol25 entry of this formula, charge and spin): 0.181 eV
* charge: +2
* orbital gap (alpha / beta): 4.2838 / 4.2771 eV
* HOMO level (alpha / beta): -13.74 / -13.74 eV

Formula: C4H5ClO2S
Source: OMol25
Level of theory: wB97M-V/def2-TZVPD

XYZ file:
```
13
Properties=species:S:1:pos:R:3:forces:R:3:lowdin_charge:R:1
O -0.0078 -1.2392 1.1516 -2.52 -2.12 0.57 -0.09
C -0.0056 -0.9857 -0.2494 3.01 -0.64 -0.02 -0.37
C 1.2121 0.0509 -0.3167 -1.34 -1.19 0.02 -0.72
S 2.7777 -0.0435 -0.1669 0.55 -0.12 -0.20 0.82
C 0.2272 1.1659 -0.2347 -1.02 1.91 -0.66 -0.38
O 0.1391 1.6380 1.0953 0.10 -0.54 0.25 -0.03
C -0.9126 0.1679 -0.6931 1.20 -1.05 -1.03 -0.65
Cl -2.5210 0.0620 -0.1082 -1.03 0.44 0.76 0.69
H -0.7621 -1.9101 1.3983 1.99 2.00 -0.83 0.16
H 0.2059 -1.9249 -0.8336 -0.90 0.85 0.35 0.16
H 0.3625 2.0236 -0.9793 -0.10 -0.87 1.38 0.17
H 0.2865 0.8843 1.7345 -0.32 0.93 -1.17 0.12
H -1.0019 0.1107 -1.7977 0.39 0.40 0.57 0.12
```
Positions in Å, forces in eV/Å.

Results
* max |F|: 3.343 eV/Å
* relative energy (zero: lowest compared OMol25 entry of this formula, charge and spin): 2.406 eV
* charge: 0
* orbital gap: 8.1824 eV
* SMILES: O[C@@H]1C(=S)[C@H](O)[C@@H]1Cl
* HOMO level: -8.91 eV

Formula: C4H27N3O9
Source: OMol25
Level of theory: wB97M-V/def2-TZVPD

XYZ file:
```
43
Properties=species:S:1:pos:R:3:forces:R:3:lowdin_charge:R:1
C -1.0532 -0.0569 -0.8146 0.17 -0.06 -0.01 -0.03
C -0.5323 0.7347 0.3895 -0.03 0.30 -0.61 -0.30
N -1.4253 1.8113 0.8227 -0.14 -0.03 0.38 -0.01
C -2.6384 1.3884 1.5209 0.50 -0.60 0.26 -0.30
N -2.4304 1.1778 2.9447 -0.50 -0.22 -0.14 0.01
C 0.7855 1.4348 0.0411 0.43 0.10 0.30 -0.44
N 1.7057 1.5495 1.0097 -0.20 -0.23 0.29 0.21
O 1.0057 1.9298 -1.0748 0.00 -0.23 0.24 -0.02
H -1.2724 0.6288 -1.6354 -0.08 -0.13 0.07 0.07
H -0.3233 -0.7959 -1.1653 -0.09 0.13 0.12 0.07
H -1.9584 -0.5934 -0.5246 0.00 0.07 -0.09 0.07
H -0.3472 0.0260 1.1998 -0.03 0.23 0.23 0.14
H -1.6463 2.4512 0.0702 0.07 -0.16 -0.28 0.08
H -3.0734 0.4750 1.0527 0.20 0.35 0.51 0.11
H -3.3836 2.1668 1.4363 -0.09 0.29 -0.25 0.11
H -1.8128 0.4058 3.1586 0.05 0.08 -0.05 0.05
H -2.0880 2.0266 3.3790 0.12 -0.17 -0.09 0.07
H 1.5210 1.2496 1.9601 0.05 -0.07 -0.33 0.12
H 2.5794 2.0165 0.8100 -0.27 0.00 -0.01 0.12
O -1.4439 1.8474 -4.5427 -0.04 0.08 -0.12 -0.04
H -1.2151 2.5621 -5.1462 0.12 0.07 -0.01 0.07
H -2.2771 1.5090 -4.8866 -0.03 -0.12 0.09 0.07
O 0.4879 -4.1870 1.2317 0.37 0.20 -0.01 -0.07
H -0.1957 -4.5664 0.6774 -0.03 0.06 -0.13 0.05
H 0.9941 -3.5244 0.6882 -0.32 -0.37 0.06 0.01
O -0.1755 -2.9867 3.5452 -0.25 -0.55 -0.14 -0.07
H 0.0861 -3.4330 2.7034 -0.12 0.20 0.01 0.01
H -0.4043 -3.7258 4.1182 -0.05 0.15 0.15 0.06
O -1.2569 3.2387 -1.8694 -0.14 0.28 0.16 -0.07
H -0.4023 2.8496 -1.6020 -0.13 0.07 -0.39 0.00
H -1.4663 2.8814 -2.7390 0.11 -0.14 0.02 0.00
O 1.7080 -1.2571 4.2123 -0.35 -0.36 -0.07 -0.11
H 0.9586 -1.8969 4.0572 0.57 0.58 0.04 -0.02
H 2.4649 -1.8413 4.3162 0.07 0.13 0.02 0.02
O 1.8546 -2.3580 -0.1727 0.55 0.14 -0.56 -0.07
H 1.7793 -2.2918 -1.1600 -0.32 -0.07 0.24 0.01
H 2.8135 -2.4060 -0.0585 -0.19 0.00 0.29 0.07
O 1.0103 0.5140 -3.3949 0.32 0.02 0.12 -0.06
H 1.0340 1.0350 -2.5639 -0.10 -0.03 -0.25 0.02
H 0.2666 0.8523 -3.9041 -0.16 -0.01 0.02 0.02
O 1.6111 -2.0827 -2.8637 0.35 0.14 0.32 -0.07
H 1.4660 -1.1200 -3.0405 -0.33 -0.36 -0.34 0.02
H 0.9712 -2.5964 -3.3606 -0.08 0.22 -0.09 0.06
```
Positions in Å, forces in eV/Å.

Results
* max |F|: 0.819 eV/Å
* relative energy (zero: lowest compared OMol25 entry of this formula, charge and spin): 0.201 eV
* charge: 0
* orbital gap: 8.7575 eV
* SMILES: C[C@H](NCN)C(N)=O.O.O.O.O.O.O.O.O
* HOMO level: -8.67 eV

Formula: CH2O4
Source: OMol25
Level of theory: wB97M-V/def2-TZVPD

XYZ file:
```
7
Properties=species:S:1:pos:R:3:forces:R:3:lowdin_charge:R:1
O 1.2079 0.0117 -0.4768 1.20 -0.15 0.59 0.11
C 0.2230 -0.0766 0.4322 -1.53 0.70 -3.02 -0.42
O -0.7914 0.9520 0.2696 0.72 -1.70 0.02 0.00
O -1.5556 -0.0529 -0.4276 0.38 -2.13 0.53 0.02
O -0.6460 -1.2085 0.1783 -1.40 3.47 -0.55 0.07
H 0.8870 0.3450 -1.2967 -0.59 0.23 -1.22 0.10
H 0.6752 0.0293 1.3211 1.22 -0.42 3.66 0.13
```
Positions in Å, forces in eV/Å.

Results
* max |F|: 3.877 eV/Å
* relative energy (zero: lowest compared OMol25 entry of this formula, charge and spin): 4.525 eV
* charge: 0
* orbital gap: 10.3281 eV
* SMILES: OC1OOO1
* HOMO level: -10.71 eV

Formula: C20H38BrCl26FI2OSi
Source: OMol25
Level of theory: wB97M-V/def2-TZVPD

XYZ file:
```
90
Properties=species:S:1:pos:R:3:forces:R:3:lowdin_charge:R:1
C 0.8281 1.6286 -1.2223 -0.73 0.55 0.30 -0.24
C -0.2505 2.2714 -0.3537 0.59 -0.33 0.64 -0.89
I -1.1759 3.9031 -1.3973 0.00 -0.05 0.12 0.90
C -1.2261 1.2087 0.1425 -0.26 0.19 -0.52 -0.87
I -2.1972 1.7829 1.9790 0.11 -0.10 -0.33 0.89
Si -2.4782 0.5445 -1.1220 -0.29 -0.19 0.51 0.58
C -2.9392 -1.1902 -0.5151 0.32 0.24 -0.04 -0.25
C -1.7430 -2.1254 -0.5941 -0.77 0.31 0.32 -0.25
F -1.4730 -2.3163 -1.9475 0.48 -0.34 -0.17 -0.09
C -3.9922 1.6895 -1.2298 -0.40 0.15 0.31 -0.33
C -5.2961 0.9666 -1.3457 -0.20 -0.12 -1.85 -0.85
O -5.7751 0.6261 -2.3929 0.30 0.17 1.49 0.02
Br -6.2479 0.5943 0.3371 0.24 0.04 -0.13 0.66
H 1.2087 0.7440 -0.7221 0.14 -0.12 0.09 0.02
H 0.3654 1.3413 -2.1511 0.12 -0.09 -0.35 -0.01
H 1.6499 2.3133 -1.3957 0.08 0.10 -0.12 0.05
H 0.2226 2.7066 0.5209 0.02 0.36 0.01 0.03
H -0.6101 0.3596 0.4302 0.06 -0.06 0.22 -0.01
H -1.8747 0.4380 -2.4604 0.08 0.09 -0.04 0.03
H -3.7298 -1.6363 -1.1170 -0.19 0.04 -0.02 0.09
H -3.2936 -1.1420 0.5154 -0.06 0.06 0.09 0.07
H -1.9797 -3.0836 -0.1381 0.07 -0.25 -0.14 0.12
H -0.8627 -1.7213 -0.0972 0.26 0.01 -0.13 0.09
H -3.8650 2.2931 -2.1248 -0.04 -0.13 -0.32 0.04
H -4.0184 2.3964 -0.4049 0.11 -0.17 0.32 0.03
C -4.5495 5.1068 -3.9096 -0.05 -0.05 0.03 -1.02
Cl -3.7522 3.9501 -4.9803 -0.04 -0.04 0.02 0.50
Cl -3.3893 6.2027 -3.1482 -0.05 0.09 0.01 0.47
H -5.2529 5.6932 -4.4881 0.07 0.03 -0.05 0.02
H -5.0686 4.5582 -3.1320 0.07 -0.02 0.03 0.02
C -1.9864 -5.3258 -3.6866 -0.03 0.21 0.02 -1.01
Cl -1.2295 -6.8490 -4.1813 -0.01 -0.01 -0.06 0.54
Cl -3.5689 -5.5830 -2.9476 0.18 0.01 -0.03 0.50
H -1.3427 -4.8369 -2.9651 -0.02 -0.04 0.04 0.01
H -2.1079 -4.6984 -4.5613 -0.02 -0.07 -0.05 0.03
C -5.4981 -7.8094 0.1070 0.06 -0.12 -0.02 -1.03
Cl -5.9249 -6.4127 -0.8886 -0.23 -0.04 0.08 0.47
Cl -4.7046 -7.3202 1.6101 0.00 -0.04 0.02 0.50
H -6.4054 -8.3500 0.3503 0.04 0.12 0.03 -0.05
H -4.8211 -8.4423 -0.4550 0.08 0.10 -0.01 0.03
C 1.4345 1.0262 3.6294 -0.04 0.16 0.09 -1.01
Cl 2.4816 2.1956 2.8242 -0.07 -0.02 0.12 0.50
Cl 1.1592 -0.3794 2.5940 -0.07 -0.18 0.00 0.51
H 1.8991 0.6959 4.5510 0.10 -0.05 -0.07 0.03
H 0.4809 1.5005 3.8357 -0.04 -0.03 -0.12 -0.02
C 5.0118 3.2051 -0.2588 0.03 -0.19 -0.13 -1.06
Cl 4.5238 1.5350 -0.5848 0.05 0.01 -0.02 0.51
Cl 3.7282 4.1119 0.5626 0.04 0.11 -0.23 0.48
H 5.8893 3.2017 0.3831 -0.38 -0.25 -0.26 -0.11
H 5.2346 3.6929 -1.2010 -0.09 0.00 -0.02 0.03
C -9.6737 -7.0636 0.6044 0.03 0.13 0.01 -1.02
Cl -8.9590 -8.6079 0.1162 -0.08 -0.04 -0.03 0.53
Cl -11.2601 -7.2840 1.3474 0.01 0.04 0.00 0.51
H -9.0147 -6.5883 1.3212 0.00 -0.07 0.05 0.03
H -9.7824 -6.4409 -0.2752 -0.04 -0.07 -0.05 0.03
C 1.8707 -2.1041 -2.2950 -0.04 -0.12 -0.10 -0.98
Cl 1.4452 -0.6594 -3.2233 0.18 -0.46 -0.26 0.59
Cl 2.6716 -1.7067 -0.7666 -0.04 -0.03 0.02 0.52
H 0.9596 -2.6485 -2.0767 -0.05 0.09 0.04 0.00
H 2.5406 -2.7149 -2.8883 0.08 0.07 0.02 0.02
C -4.3475 3.7202 5.2330 -0.19 0.05 -0.02 -1.02
Cl -2.9030 2.6920 5.2549 -0.02 0.06 0.19 0.45
Cl -4.8523 4.1041 3.5852 -0.03 0.01 0.03 0.50
H -5.1538 3.1946 5.7309 0.03 -0.11 -0.07 0.03
H -4.1176 4.6407 5.7545 0.04 -0.13 -0.16 -0.07
C 7.9738 4.5275 2.9943 0.09 0.06 -0.06 -1.00
Cl 6.5741 4.6545 1.9255 0.14 0.55 0.77 0.55
Cl 8.2753 2.8562 3.4839 0.04 0.01 0.02 0.51
H 8.8459 4.8998 2.4682 -0.01 -0.07 -0.07 0.02
H 7.7888 5.1225 3.8804 -0.07 -0.05 0.02 0.03
C 1.7884 -7.8009 -2.2940 -0.03 0.02 0.00 -1.04
Cl 2.6723 -8.9339 -3.3224 -0.05 -0.02 -0.01 0.50
Cl 2.8760 -6.6627 -1.4846 -0.04 0.05 0.04 0.49
H 1.0986 -7.2386 -2.9104 0.07 0.00 -0.03 -0.05
H 1.2495 -8.3624 -1.5402 0.08 -0.03 0.04 0.03
C 10.0339 4.1315 -0.6851 -0.01 0.05 0.09 -1.02
Cl 9.7336 5.7924 -1.2130 0.05 0.02 0.02 0.52
Cl 8.5272 3.2664 -0.3631 0.15 0.04 -0.01 0.51
H 10.5758 3.6127 -1.4640 -0.07 0.02 -0.10 -0.03
H 10.6199 4.1572 0.2267 -0.06 0.04 0.04 0.03
C -1.2256 5.1360 7.9332 0.07 -0.12 0.04 -1.01
Cl -2.6660 5.8873 7.2303 0.09 0.19 0.21 0.55
Cl 0.2241 5.4967 6.9944 0.01 -0.04 0.03 0.51
H -1.0951 5.5154 8.9394 -0.01 0.10 -0.04 0.02
H -1.3718 4.0624 7.9508 -0.03 0.00 -0.11 0.02
C 9.3647 0.2972 -3.3609 -0.04 -0.04 -0.08 -1.00
Cl 7.7985 1.0692 -3.6227 0.00 -0.04 -0.02 0.51
Cl 10.2994 1.1220 -2.1049 0.21 -0.34 -0.16 0.53
H 9.2007 -0.7276 -3.0505 -0.03 0.03 0.09 0.03
H 9.9273 0.3248 -4.2861 0.01 0.09 0.01 0.02
```
Positions in Å, forces in eV/Å.

Results
* max |F|: 1.864 eV/Å
* charge: 0
* orbital gap: 9.4662 eV
* HOMO level: -9.19 eV